(1)
Formula: C3H14N2O3
Source: the OMol25 dataset
Level of theory: wB97M-V/def2-TZVPD

Values from the calculation:
Structure (SMILES): CC/N=C\N.O.O.O
ΔE to the lowest compared entry with this formula, charge and spin: 29.71 kcal per mole

The geometry in ORCA input format:
```
! RIJCOSX wB97M-V def2-TZVPD def2/J DEFGRID3
* xyz 0 1
C -0.58511 1.48247 1.25417
C -0.42999 0.23049 2.11382
N -1.21353 -0.84814 1.55728
C -0.77744 -1.79920 0.85946
N 0.48015 -1.82791 0.22304
H -0.58422 2.39516 1.88858
H -1.62106 1.56829 0.98002
H 0.19384 1.62661 0.51900
H -0.83263 0.37280 3.13220
H 0.57908 -0.19170 2.30180
H -1.45690 -2.58312 0.52044
H 1.01007 -2.65365 0.49756
H 1.17966 -1.10452 0.34179
O 0.63313 0.04755 -2.92727
H 0.99777 0.24213 -2.06317
H -0.06406 0.69495 -3.04260
O 2.76283 0.43285 -0.52292
H 3.34835 1.16417 -0.29409
H 3.14389 -0.07031 -1.23204
O -1.69280 1.39008 -1.37079
H -1.93374 0.65934 -0.81331
H -2.47934 1.92109 -1.55419
*
```

Atom charges from the Mulliken analysis, given in e for atoms 1 to 4: -1.089 -0.294 -0.529 0.027

(2)
Formula: C3H14N3
Source: the OMol25 dataset
Level of theory: wB97M-V/def2-TZVPD

Values from the calculation:
ΔE to the lowest compared entry with this formula, charge and spin: 21.62 kcal per mole

The geometry in ORCA input format:
```
! RIJCOSX wB97M-V def2-TZVPD def2/J DEFGRID3
* xyz 1 1
N 2.00661 -1.46887 -1.10772
C 3.01713 -0.51573 -0.67040
N 2.59246 0.80326 -0.20799
H 1.42705 -1.79996 -0.34073
H 1.39895 -1.07783 -1.81978
H 3.59871 -0.98290 0.12224
H 3.70361 -0.37342 -1.49543
H 2.12737 1.29585 -0.96433
H 1.89052 0.69770 0.52188
C -1.83813 -0.92950 0.66692
C -1.35893 0.51208 0.69532
N -2.53654 1.40168 0.34353
H -1.09504 -1.61596 1.04674
H -2.74600 -1.04135 1.24984
H -2.08357 -1.21760 -0.35935
H -0.97875 0.82504 1.66572
H -0.61035 0.70497 -0.06975
H -2.94824 1.04624 -0.52466
H -2.30098 2.38458 0.19180
H -3.26589 1.35170 1.05616
*
```

Atom charges from the Mulliken analysis, given in e for atoms 1 to 4: -0.520 -0.508 -0.552 0.209

(3)
Formula: C3H14N4OSi2
Source: the OMol25 dataset
Level of theory: wB97M-V/def2-TZVPD

Values from the calculation:
Structure (SMILES): N[Si]1(N)CCCO[Si]1(N)N
ΔE to the lowest compared entry with this formula, charge and spin: 6.93 kcal per mole

The geometry in ORCA input format:
```
! RIJCOSX wB97M-V def2-TZVPD def2/J DEFGRID3
* xyz 0 1
N -1.30448 1.63640 1.24885
Si -0.96038 0.73450 -0.15619
N -1.60005 1.43975 -1.60598
C -1.75852 -0.96180 0.41366
C -0.93753 -2.09455 -0.07608
C 0.50568 -2.01295 0.64398
O 1.45016 -1.25326 -0.08257
Si 1.34982 0.36512 -0.33311
N 2.60259 1.33199 1.06623
N 2.17502 0.92341 -1.77243
H -0.88672 2.46079 1.72356
H -1.87211 1.18046 1.97608
H -0.85360 1.77135 -2.27441
H -2.06765 0.73575 -2.20764
H -2.88470 -0.86560 0.08397
H -1.90397 -1.13783 1.56068
H -0.77941 -1.81971 -1.10146
H -1.47271 -2.98995 0.26355
H 0.28874 -1.70919 1.72634
H 0.79365 -3.10995 0.61492
H 2.81874 2.38446 0.81263
H 2.27885 1.35027 2.05452
H 3.19525 1.01065 -1.85373
H 1.82331 0.62992 -2.72535
*
```

Atom charges from the Mulliken analysis, given in e for atoms 1 to 4: -0.424 0.218 -0.690 -0.769

(4)
Formula: C3H14N5
Source: the OMol25 dataset
Level of theory: wB97M-V/def2-TZVPD

Values from the calculation:
ΔE to the lowest compared entry with this formula, charge and spin: 39.31 kcal per mole

The geometry in ORCA input format:
```
! RIJCOSX wB97M-V def2-TZVPD def2/J DEFGRID3
* xyz 1 1
C -1.19977 -1.00778 0.57631
C 0.18982 -0.13746 0.95665
C 1.28107 -0.57264 -0.00417
N -0.28742 1.20724 0.63165
N 0.46809 -0.20031 2.35261
N 2.39304 -0.90410 0.62860
N 1.06347 -0.37882 -1.28235
N -0.82072 1.12571 -2.20464
H -1.52074 -0.94611 -0.39700
H -1.98098 -0.58429 1.06134
H -1.05927 -2.00850 0.73072
H 0.49678 1.83804 0.39751
H -0.83770 1.71280 1.31924
H 0.05110 -0.95137 2.84308
H 0.28226 0.67983 2.84032
H 2.93007 -1.63755 0.25248
H 2.45072 -0.84721 1.63342
H 0.30129 0.35088 -1.55647
H 1.72172 -0.42929 -2.01492
H -0.80845 2.13106 -2.41357
H -0.40536 0.77460 -3.06274
H -1.75670 0.77997 -2.27660
*
```

Atom charges from the Mulliken analysis, given in e for atoms 1 to 4: -1.729 1.182 0.063 -0.695

For each record above, in turn, the calculated HOMO-LUMO gap values are 9.5 7.8 9.1 9.8 eV.